Formula: C25H33FN3O
Source: the Open Molecules 2025 dataset
Level of theory: wB97M-V/def2-TZVPD

Last column: natural (NBO) charge in e.
Element x y z (Å)
1 F -3.45 0.60 -2.59  -0.3551
2 O 2.32 4.29 -2.67  -0.7024
3 N 2.66 2.65 4.26  -0.8403
4 N -0.69 0.98 -2.02  -0.2636
5 N 0.99 -1.95 -4.95  -0.8290
6 C -1.26 0.36 0.18  -0.1842
7 C 1.86 1.47 3.93  -0.2569
8 C 2.32 4.20 -1.25  -0.0590
9 C 1.99 2.17 0.22  0.0149
10 C -2.00 -2.01 2.98  -0.2111
11 C -2.13 -3.36 2.73  -0.2020
12 C 0.42 1.55 -1.58  0.1462
13 C -0.93 1.00 -3.49  -0.2197
14 C 0.08 -3.41 1.84  -0.2074
15 C 0.78 -0.65 -4.30  -0.2166
16 C -3.88 -0.52 -0.58  -0.6440
17 C -1.22 -5.55 1.86  -0.6313
18 C 0.21 -2.06 2.10  -0.1778
19 C -0.71 -0.38 -4.12  -0.4174
20 C -1.10 -4.09 2.15  -0.0105
21 C 2.25 2.11 1.56  -0.1270
22 C -0.71 0.15 2.99  -0.4691
23 C -0.07 0.93 0.69  -0.0113
24 C 0.23 0.87 2.07  0.0713
25 C 2.94 2.89 -0.70  -0.4700
26 C 0.79 1.56 -0.23  -0.0481
27 C -1.58 0.39 -1.15  0.1698
28 C -0.82 -1.33 2.67  -0.0567
29 C -2.86 -0.23 -1.65  0.1853
30 C 1.40 1.47 2.49  0.0168
31 H -1.70 0.59 2.96  0.2271
32 H 3.14 2.58 1.93  0.2230
33 H -4.03 0.37 0.04  0.2195
34 H -2.81 -1.46 3.44  0.2130
35 H -1.74 -5.72 0.92  0.2245
36 H -1.74 -6.08 2.65  0.2275
37 H 1.78 -1.88 -5.58  0.3688
38 H -1.14 -1.16 -3.50  0.2046
39 H 2.50 2.95 5.21  0.3819
40 H -3.05 -3.88 2.97  0.2203
41 H 1.03 1.42 4.62  0.2131
42 H -4.83 -0.76 -1.03  0.2517
43 H 1.24 -2.66 -4.28  0.3610
44 H 1.31 4.33 -0.87  0.1647
45 H 3.79 3.17 -0.09  0.2402
46 H 3.65 2.49 4.13  0.3644
47 H 3.26 2.26 -1.53  0.2151
48 H 0.91 -3.94 1.40  0.2129
49 H -1.90 1.42 -3.71  0.2604
50 H -1.91 -0.10 0.89  0.2556
51 H 1.07 2.01 -2.30  0.2182
52 H -3.55 -1.31 0.09  0.2306
53 H 2.46 0.56 4.06  0.2040
54 H -0.23 -6.00 1.75  0.2204
55 H -1.15 -0.40 -5.11  0.2434
56 H -0.19 1.66 -3.92  0.2111
57 H 1.15 -1.58 1.86  0.2010
58 H -0.32 0.21 4.00  0.2372
59 H 2.45 3.42 -3.06  0.4541
60 H 2.90 5.05 -0.91  0.1976
61 H 1.20 0.11 -4.94  0.1885
62 H 1.29 -0.60 -3.33  0.1602
63 H -2.65 -1.17 -2.16  0.1908

## Properties
* highest occupied orbital energy: -11.4 eV
* total charge: +1
* Kohn-Sham gap: 7.607 eV
* maximum force: 0.92 eV/Å
* E_tot: -35690.39978 eV
* SMILES string: Cc1ccc(Cc2c(CN)cc(CCO)c3c[n+](CCCN)c([C@@H](C)F)cc23)cc1


Formula: C25H33I2N3O8PtSbSi3
Source: the Open Molecules 2025 dataset
Level of theory: wB97M-V/def2-TZVPD

Last column: Mulliken charge in e.
Element x y z (Å)
1 Pt -0.20 0.44 0.09  2.0663
2 I -1.35 -2.63 -4.66  -0.0358
3 I 2.18 1.72 -6.67  -0.0010
4 Sb -2.74 0.78 0.29  -1.3961
5 Si -3.27 2.79 1.78  0.7979
6 Si -4.01 -1.42 0.71  0.5793
7 Si -3.69 1.50 -2.01  1.0199
8 O -1.57 -0.66 5.58  -0.6683
9 O 1.87 0.29 0.22  -0.6380
10 O 2.87 -1.66 6.89  -0.6554
11 O 4.47 -1.63 5.46  -0.6398
12 O -1.33 -0.72 -2.15  -0.3885
13 O -0.39 -0.78 1.70  -0.8217
14 O -1.92 0.28 3.68  -0.4259
15 O 3.59 -1.01 0.75  -0.7003
16 N -1.22 -0.36 4.45  0.8850
17 N 0.20 1.57 -1.54  0.1115
18 N 3.30 -1.51 5.76  1.0543
19 C 1.62 2.81 -3.57  -0.7948
20 C 2.49 -0.53 1.00  0.1061
21 C -0.55 -0.26 -3.01  -0.4453
22 C -2.82 2.74 3.58  -1.1618
23 C -2.33 4.19 0.97  -0.9099
24 C -0.35 -0.84 -4.28  -0.2768
25 C 0.44 -0.29 -5.28  -0.2870
26 C 1.03 -0.98 5.03  -0.3327
27 C 0.80 2.72 -1.34  -0.0184
28 C -3.94 0.14 -3.28  -0.9822
29 C 2.35 -1.18 4.70  -0.4851
30 C 1.90 -0.76 2.38  0.4399
31 C 0.13 -0.69 4.02  -0.2273
32 C 0.99 1.57 -3.83  1.3162
33 C 1.08 0.91 -5.08  -0.1536
34 C -5.78 -0.90 1.05  -1.0491
35 C 2.79 -1.03 3.39  -0.5333
36 C 0.23 0.97 -2.79  -0.0275
37 C -3.44 -2.52 2.09  -1.0678
38 C 0.50 -0.70 2.65  0.6547
39 C -5.11 3.18 1.68  -1.0746
40 C -5.39 2.28 -1.77  -1.3337
41 C -2.59 2.83 -2.75  -0.9258
42 C -3.91 -2.33 -0.92  -0.8140
43 C 1.51 3.38 -2.34  -1.2362
44 H -3.26 1.88 4.09  0.3258
45 H -2.11 3.46 -1.99  0.0610
46 H -5.86 -0.37 2.00  0.2356
47 H -2.44 5.11 1.55  0.4441
48 H -4.11 -3.39 -0.77  0.5020
49 H -1.26 3.96 0.90  0.0716
50 H -2.70 4.38 -0.04  0.2446
51 H -2.91 -2.23 -1.36  0.0105
52 H -3.21 3.66 4.04  0.4135
53 H -3.20 3.48 -3.39  0.5341
54 H 2.19 3.29 -4.35  0.1546
55 H -3.64 -2.09 3.06  0.2761
56 H -6.16 -0.24 0.26  0.2225
57 H -3.65 0.52 -4.26  0.4111
58 H -3.33 -0.73 -3.06  -0.1108
59 H -2.36 -2.71 2.01  0.2454
60 H -1.80 2.39 -3.36  0.1872
61 H -5.40 3.51 0.68  0.2655
62 H 0.70 -1.02 6.06  0.6310
63 H -5.95 2.24 -2.71  0.4284
64 H -1.74 2.70 3.73  0.2698
65 H 3.83 -1.14 3.14  0.6083
66 H -4.99 -0.16 -3.32  0.4625
67 H -5.36 3.97 2.39  0.4010
68 H -4.63 -1.93 -1.63  0.2776
69 H -5.31 3.33 -1.47  0.3292
70 H 0.74 3.12 -0.34  0.4395
71 H 0.54 -0.80 -6.23  0.3379
72 H 1.98 4.33 -2.12  0.4226
73 H -3.97 -3.47 2.01  0.4257
74 H -5.98 1.77 -1.01  0.2902
75 H -6.43 -1.78 1.10  0.4083
76 H -5.71 2.30 1.93  0.2501

## Properties
* highest occupied orbital energy: -4.9 eV
* ΔE to the lowest compared entry with this formula, charge and spin: 89.5 kJ/mol
* total charge: -1
* Kohn-Sham gap: 6.843 eV
* maximum force: 1.16 eV/Å
* E_tot: -96930.68457 eV


Formula: C25H33IN7OSV
Source: the Open Molecules 2025 dataset
Level of theory: wB97M-V/def2-TZVPD

Last column: natural (NBO) charge in e.
Element x y z (Å)
1 I 1.92 -0.21 -1.81  0.3817
2 V -0.14 0.33 0.02  1.2042
3 S -0.26 -2.04 1.08  -0.2160
4 O -1.09 1.26 1.67  -0.7208
5 N -2.89 -4.70 -0.04  -0.2151
6 N -1.49 -3.32 -1.03  -0.2106
7 N 1.46 0.37 1.42  -0.9265
8 N 3.49 1.03 2.36  -0.3726
9 N -2.20 -3.94 0.85  -0.3378
10 N -2.30 -0.03 -0.13  -0.5194
11 N -0.78 -2.63 -2.02  -0.6109
12 C -1.34 -3.09 0.29  0.2690
13 C 1.90 1.54 -4.25  -0.2274
14 C -3.02 0.16 0.99  0.2072
15 C -1.46 2.80 -0.97  -0.1699
16 C 1.48 2.60 -5.07  -0.1983
17 C -1.22 4.08 -2.99  -0.1261
18 C -1.84 3.88 -1.79  -0.2235
19 C 3.69 -0.29 2.98  -0.2285
20 C 4.57 2.01 2.51  -0.2105
21 C -2.24 0.59 2.20  -0.1028
22 C 0.21 2.14 -2.56  -0.0241
23 C 1.27 1.35 -3.05  -0.1365
24 C 4.15 -1.37 2.00  -0.6213
25 C -4.39 -0.03 1.03  -0.2253
26 C 2.25 2.61 0.97  -0.6776
27 C -0.18 3.21 -3.41  -0.0813
28 C -2.87 -4.84 -2.52  -0.6779
29 C -2.44 -4.32 -1.20  0.3640
30 C 0.47 3.41 -4.65  -0.1432
31 C -4.31 -0.60 -1.28  -0.2337
32 C -5.05 -0.43 -0.12  -0.1130
33 C -2.95 -0.38 -1.24  0.0626
34 C -0.45 1.91 -1.30  -0.5283
35 C 2.41 1.27 1.62  0.5553
36 C 5.69 1.83 1.50  -0.6217
37 H 6.23 0.89 1.66  0.2180
38 H 5.15 -1.17 1.64  0.2281
39 H -1.50 4.90 -3.63  0.2314
40 H -2.00 2.68 -0.04  0.2080
41 H 4.96 1.90 3.53  0.2208
42 H 4.15 -2.34 2.50  0.2397
43 H 6.41 2.64 1.60  0.2427
44 H -4.94 0.15 1.95  0.2471
45 H 2.23 3.40 1.72  0.2536
46 H -2.63 4.55 -1.47  0.2325
47 H 1.97 2.76 -6.02  0.2417
48 H -0.49 1.53 2.37  0.5225
49 H 2.71 0.89 -4.56  0.2385
50 H 4.44 -0.15 3.75  0.2334
51 H 1.67 -0.52 1.87  0.3812
52 H 0.15 -3.04 -2.10  0.3899
53 H -2.34 -0.47 -2.13  0.2253
54 H -2.81 1.27 2.83  0.2256
55 H 5.31 1.83 0.48  0.2075
56 H -3.34 -4.06 -3.12  0.2389
57 H 4.16 3.02 2.45  0.2146
58 H -6.12 -0.59 -0.11  0.2498
59 H -1.27 -2.76 -2.90  0.3892
60 H 3.49 -1.44 1.13  0.1962
61 H -2.34 -4.08 1.84  0.4459
62 H -2.02 -5.23 -3.08  0.2504
63 H 0.14 4.24 -5.27  0.2326
64 H -1.93 -0.29 2.77  0.2218
65 H 1.33 2.66 0.40  0.2399
66 H 2.78 -0.58 3.49  0.2032
67 H -4.80 -0.88 -2.21  0.2465
68 H -3.59 -5.64 -2.37  0.2822
69 H 3.08 2.82 0.30  0.2580

## Properties
* highest occupied orbital energy (spin up / spin down): -13.1 / -13.1 eV
* ΔE to the lowest compared entry with this formula, charge and spin: 0.0 kJ/mol
* total charge: +2
* Kohn-Sham gap (spin up / spin down): 7.019 / 7.708 eV
* maximum force: 0.68 eV/Å
* E_tot: -83550.41298 eV
* multiplicity: 3